Computed, not measured: the molecule C2H3N3S in a non-equilibrium geometry, with ωB97M-V with the def2-TZVPD basis set.

Output
E_HOMO = -9.2 eV
Electronic energy = -640.38897 hartree
Maximum force = 4.9 eV/Å
Net charge = 0
LUMO energy = 0.632 eV

Bonds (Å) are listed after each position.
Atoms and positions in Å:
1 C 0.129 -0.144 0.119  C2 1.371, N8 1.364, S9 1.816
2 C -1.179 -0.155 -0.291  C1 1.371, H4 1.177, N6 1.329
3 H 1.677 0.093 1.948  S9 1.531
4 H -1.847 -1.051 0.076  C2 1.177
5 H 0.287 1.393 -2.463  N7 1.023
6 N -1.205 0.555 -1.415  C2 1.329, N7 1.244
7 N -0.097 1.101 -1.560  H5 1.023, N6 1.244, N8 1.374
8 N 0.867 0.686 -0.673  C1 1.364, N7 1.374
9 S 0.576 -0.939 1.688  C1 1.816, H3 1.531

=====

Computed, not measured: the molecule C2H3N3S in a non-equilibrium geometry, with ωB97M-V with the def2-TZVPD basis set.

Output
E_HOMO = -8.3 eV
Electronic energy = -640.39171 hartree
Maximum force = 5.3 eV/Å
Net charge = 0
LUMO energy = 0.487 eV

Bonds (Å) are listed after each position.
Atoms and positions in Å:
1 C 0.214 0.222 0.201  N6 1.533, N8 1.271, S9 1.664
2 C -1.456 -0.216 -1.260  H3 1.043, N6 1.309, N7 1.366
3 H -2.209 -0.102 -1.974  C2 1.043
4 H -0.332 -1.818 -1.838  N7 0.980
5 H 1.309 -1.558 0.085  N8 1.135
6 N -1.056 0.752 -0.475  C1 1.533, C2 1.309
7 N -0.716 -1.347 -1.069  C2 1.366, H4 0.980, N8 1.491
8 N 0.506 -0.885 -0.351  C1 1.271, H5 1.135, N7 1.491
9 S 1.096 0.863 1.459  C1 1.664

=====

Computed, not measured: the molecule C2H3N3S2 in a non-equilibrium geometry, with ωB97M-V with the def2-TZVPD basis set.

Output
E_HOMO = -8.2 eV
Electronic energy = -1038.58171 hartree
Maximum force = 6.4 eV/Å
Net charge = 0
LUMO energy = -0.224 eV

Bonds (Å) are listed after each position.
Atoms and positions in Å:
1 C -0.436 -0.001 -1.364  H4 1.087, N6 1.334, N7 1.297
2 C 0.701 -0.897 0.247  N7 1.402, N8 1.325, S10 1.694
3 H -2.521 2.119 0.405  S9 1.401
4 H -1.016 0.101 -2.277  C1 1.087
5 H -0.606 0.079 1.643  N8 1.099
6 N -0.838 0.632 -0.260  C1 1.334, N8 1.367, S9 1.719
7 N 0.395 -0.967 -1.119  C1 1.297, C2 1.402
8 N -0.028 0.109 0.708  C2 1.325, H5 1.099, N6 1.367
9 S -1.346 2.272 -0.343  H3 1.401, N6 1.719
10 S 1.712 -1.980 1.070  C2 1.694

=====

Computed, not measured: the molecule C2H3N3S2 in a non-equilibrium geometry, with ωB97M-V with the def2-TZVPD basis set.

Output
E_HOMO = -8.2 eV
Electronic energy = -1038.54560 hartree
Maximum force = 5.5 eV/Å
Net charge = 0
LUMO energy = 0.042 eV

Bonds (Å) are listed after each position.
Atoms and positions in Å:
1 C 0.863 -0.417 -1.205  C2 1.463, H5 1.083, N8 1.248
2 C 0.707 -0.171 0.228  C1 1.463, N6 1.367, S10 1.662
3 H 0.064 -0.038 2.529  S9 1.401
4 H -2.169 0.636 -1.061  N7 1.096
5 H 1.797 -0.617 -1.715  C1 1.083
6 N -0.559 0.317 0.390  C2 1.367, N7 1.367, S9 1.752
7 N -1.235 0.134 -0.784  H4 1.096, N6 1.367, N8 1.398
8 N -0.242 -0.154 -1.725  C1 1.248, N7 1.398
9 S -1.184 0.353 2.026  H3 1.401, N6 1.752
10 S 1.957 -0.043 1.317  C2 1.662